(1)
# C33H27AsNO5PPd

A molecular structure, C33H27AsNO5PPd (ωB97M-V with the def2-TZVPD basis set, the OMol25 dataset).

Properties
**Energy above the lowest of the compared OMol25 structures with the same formula, charge and spin**: 89.1 kJ/mol
**E_tot**: -4409.73313 hartree
**E_HOMO**: -8.70 eV
**HOMO-LUMO gap**: 8.290 eV
**F_max**: 1.5 eV/A

The geometry in XYZ format:
```
69
Properties=species:S:1:pos:R:3:lowdin_charge:R:1
Pd 2.68 0.56 -1.25 0.911
O 7.93 2.96 0.23 0.093
C 6.75 2.38 -0.06 -0.268
C 6.28 1.26 0.63 0.083
C 5.06 0.74 0.27 -0.144
N 4.37 1.31 -0.71 -0.009
C 4.79 2.37 -1.39 -0.137
C 5.99 2.95 -1.09 0.095
C 3.80 2.81 -2.49 -0.563
O 4.00 3.81 -3.13 0.095
O 2.78 2.00 -2.65 -0.175
C 4.35 -0.47 0.87 -0.563
O 4.85 -1.04 1.81 0.080
O 3.23 -0.77 0.29 -0.146
H 8.37 2.49 0.95 0.122
H 6.83 0.78 1.43 0.136
H 6.33 3.82 -1.64 0.140
C -1.29 0.00 -1.98 -0.389
C -2.24 -0.85 -1.16 -0.445
As -4.01 0.02 -1.03 1.299
C -3.36 1.60 -0.08 -0.426
C -3.45 2.83 -0.71 -0.134
C -2.96 3.98 -0.10 -0.086
C -2.38 3.89 1.16 -0.084
C -2.29 2.66 1.80 -0.096
C -2.78 1.52 1.18 -0.104
C -4.68 -0.97 0.52 -0.427
C -4.20 -2.22 0.88 -0.114
C -4.74 -2.89 1.98 -0.087
C -5.75 -2.30 2.72 -0.093
C -6.24 -1.05 2.36 -0.087
C -5.71 -0.40 1.26 -0.129
P 0.49 -0.40 -1.66 1.048
C 0.43 -0.10 0.15 -0.422
C 0.34 -1.07 1.15 -0.098
C 0.43 -0.73 2.48 -0.062
C 0.61 0.60 2.85 -0.077
C 0.67 1.58 1.87 -0.099
C 0.58 1.23 0.53 -0.145
C 0.63 -2.19 -1.94 -0.356
C 1.56 -2.97 -1.25 -0.092
C 1.72 -4.31 -1.58 -0.067
C 0.96 -4.88 -2.59 -0.081
C 0.05 -4.11 -3.29 -0.080
C -0.12 -2.77 -2.97 -0.105
H -1.37 1.07 -1.73 0.065
H -1.50 -0.08 -3.05 0.079
H -1.87 -1.01 -0.14 0.046
H -2.37 -1.83 -1.63 0.059
H -3.91 2.91 -1.69 0.091
H -3.03 4.93 -0.60 0.102
H -2.00 4.78 1.65 0.103
H -1.83 2.59 2.78 0.102
H -2.70 0.56 1.69 0.109
H -3.42 -2.71 0.32 0.090
H -4.36 -3.86 2.26 0.102
H -6.16 -2.82 3.58 0.101
H -7.03 -0.59 2.93 0.103
H -6.10 0.58 0.99 0.101
H 0.24 -2.12 0.87 0.107
H 0.38 -1.49 3.24 0.108
H 0.70 0.87 3.89 0.106
H 0.79 2.62 2.15 0.110
H 0.56 2.02 -0.22 0.106
H 2.17 -2.53 -0.47 0.083
H 2.44 -4.90 -1.03 0.109
H 1.09 -5.93 -2.84 0.104
H -0.54 -4.55 -4.09 0.105
H -0.83 -2.18 -3.53 0.097
```

(2)
# C4H11N3O

A single C4H11N3O molecule (ωB97M-V with the def2-TZVPD basis set, the OMol25 dataset).

Properties
**Energy above the lowest of the compared OMol25 structures with the same formula, charge and spin**: 256.6 kJ/mol
**E_tot**: -398.45644 hartree
**E_HOMO**: -8.71 eV
**HOMO-LUMO gap**: 9.510 eV
**Structure (SMILES)**: C[C@@]1(N)N(N)[C@@]1(C)O
**F_max**: 0.5 eV/A

The geometry in XYZ format:
```
19
Properties=species:S:1:pos:R:3:lowdin_charge:R:1
C -0.79 0.18 0.08 -0.494
C -1.61 1.36 -0.35 -0.005
C 1.52 -0.57 1.05 -0.009
C 0.71 0.20 0.02 -0.490
N 1.31 1.39 -0.52 0.092
N 0.01 -1.92 -0.99 0.040
O -1.35 -0.61 1.09 0.019
N -0.06 -0.52 -0.98 -0.039
H -2.29 -0.73 0.89 0.106
H 2.03 1.14 -1.19 0.085
H 1.72 1.95 0.22 0.081
H -0.60 -2.25 -1.74 0.078
H -0.32 -2.31 -0.10 0.072
H -1.03 1.94 -1.06 0.071
H -1.86 1.97 0.51 0.084
H -2.53 1.03 -0.83 0.081
H 2.28 -1.16 0.54 0.080
H 2.00 0.13 1.73 0.078
H 0.88 -1.23 1.63 0.069
```

(3)
# C6H4

A single C6H4 molecule (ωB97M-V with the def2-TZVPD basis set, the OMol25 dataset).

Properties
**Energy above the lowest of the compared OMol25 structures with the same formula, charge and spin**: 17.4 kJ/mol
**E_tot**: -230.87008 hartree
**E_HOMO**: -8.99 eV
**HOMO-LUMO gap**: 9.229 eV
**Structure (SMILES)**: C#C/C=C\C#C
**F_max**: 2.1 eV/A

The geometry in XYZ format:
```
10
Properties=species:S:1:pos:R:3:lowdin_charge:R:1
C -1.49 0.30 -1.84 0.131
C -1.31 -0.12 -0.71 -0.125
C -1.02 -0.55 0.64 -0.126
C 0.17 -0.40 1.25 -0.125
C 1.31 0.20 0.60 -0.143
C 2.33 0.57 0.05 0.114
H -1.63 0.59 -2.84 0.018
H -1.85 -0.94 1.19 0.096
H 0.35 -0.74 2.28 0.114
H 3.12 1.09 -0.52 0.045
```

Question: Which of these has the lowest HOMO-LUMO gap?
Answer: C33H27AsNO5PPd

Question: The highest HOMO-LUMO gap belongs to which entry?
Answer: C4H11N3O

Question: What is the HOMO-LUMO gap in the third record?
Answer: 9.229 eV